1.
An isolated ion of composition C6H14N2P4 and charge +2 in a non-equilibrium geometry. Source: the OMol25 dataset; level of theory: wB97M-V/def2-TZVPD.

The geometry in ORCA input format:
```
! wB97M-V def2-TZVPD RIJCOSX def2/J DEFGRID3
* xyz 2 1
C -1.99 1.59 0.11
H 3.01 -2.68 -0.45
H -0.11 0.68 -1.22
P 2.63 1.88 0.29
H -0.97 3.27 -1.31
C 2.76 0.06 -0.12
H 1.48 -4.64 -0.73
H -0.68 -0.98 -1.26
P 0.70 -3.49 -0.37
H -4.76 -1.87 0.31
H 3.81 -0.26 -0.38
N -1.87 0.38 -0.14
H -0.12 -1.05 1.28
H 2.61 1.92 1.62
H 4.03 1.99 0.44
C 2.02 -2.47 -0.30
H -1.69 4.02 0.53
C -2.77 -0.64 -0.07
H -2.92 1.75 0.60
H -2.27 -1.44 -0.56
C 0.40 -0.27 0.55
P -4.44 -0.55 0.38
C -0.49 -0.12 -0.65
H 0.68 0.63 1.22
N 1.76 -0.74 0.07
P -0.78 3.02 0.15
*
```

Its SMILES is [H]/P=C/[N+](=C/P)CC[N+](/C=P/[H])=C\P. The calculation puts the largest force on an atom at 4.98 eV/A. Its LUMO energy is -8.298 eV. The value obtained for the energy relative to the best compared isomer or geometry (same formula, charge and spin) is 0.7491 eV. For the electronic energy, the calculation gives -1711.07744 Ha. The value obtained for the HOMO energy is -0.5948 Eh.

2.
One molecule with the formula C6H4F2 in a non-equilibrium geometry. Source: the OMol25 dataset; level of theory: wB97M-V/def2-TZVPD.

The geometry in ORCA input format:
```
! wB97M-V def2-TZVPD RIJCOSX def2/J DEFGRID3
* xyz 0 1
H 1.34 1.08 -0.49
F 1.61 -1.25 0.67
H -2.99 1.06 -0.55
C -0.80 1.42 -0.53
H -2.82 -0.95 0.33
C 0.39 0.68 -0.28
C 0.44 -0.67 0.31
H -0.74 2.45 -0.79
C -0.72 -1.29 0.52
F -0.73 -2.51 1.01
C -1.94 0.69 -0.38
C -1.88 -0.59 0.08
*
```

Its SMILES is Fc1ccccc1F. The calculation puts the largest force on an atom at 3.93 eV/A. Its LUMO energy is 0.926 eV. The value obtained for the energy relative to the best compared isomer or geometry (same formula, charge and spin) is 0.9395 eV. For the electronic energy, the calculation gives -430.72817 Ha. The value obtained for the HOMO energy is -0.3493 Eh.

3.
A 6-piece molecular cluster, C10H12Cl15F8P overall. Source: the OMol25 dataset; level of theory: wB97M-V/def2-TZVPD.

The geometry in ORCA input format:
```
! wB97M-V def2-TZVPD RIJCOSX def2/J DEFGRID3
* xyz 0 1
Cl 2.45 -1.85 6.38
H -8.26 -5.19 -4.07
H -0.86 1.06 -5.62
H -0.54 -1.20 2.31
F 0.94 1.49 -0.57
Cl -2.19 -1.74 3.87
C 4.87 3.19 0.36
Cl 1.37 1.29 -6.28
Cl 3.03 -4.28 4.88
C 5.44 1.79 0.26
P 2.99 3.30 0.47
F -1.85 1.37 -0.43
F -1.80 2.89 1.09
F 0.76 4.80 0.15
F -0.26 3.12 -1.37
Cl 0.07 2.32 -3.89
C -0.15 1.87 -5.58
Cl -5.73 -2.06 -1.14
Cl -9.01 -4.79 -1.90
C 1.04 3.54 0.59
Cl 0.40 -2.99 3.47
Cl -3.58 -4.00 -1.50
H 5.32 3.75 1.19
Cl -0.80 3.21 -6.52
Cl -8.25 -7.32 -3.11
C -0.93 -2.13 2.70
H -3.49 -1.88 -0.54
Cl -3.47 -1.42 -2.84
H 3.93 -3.58 6.91
C -7.99 -5.57 -3.10
H 3.05 4.60 1.03
C -4.01 -2.29 -1.40
H 5.36 1.40 -0.76
H 6.50 1.79 0.51
F 4.82 0.91 1.14
H 5.16 3.72 -0.55
Cl -6.29 -5.19 -2.82
H 2.84 3.18 -0.94
C 0.17 2.55 -0.23
C 3.66 -3.07 6.00
C -1.07 1.96 0.49
Cl -1.59 -3.06 1.35
H 2.86 2.23 1.38
F 0.67 3.49 1.90
F -0.70 1.03 1.36
Cl 5.12 -2.32 5.34
*
```

Its SMILES is FCC[PH3]C(F)(F)C(F)(F)C(F)(F)F.ClC(Cl)Cl.ClC(Cl)Cl.ClC(Cl)Cl.ClC(Cl)Cl.ClC(Cl)Cl. The calculation puts the largest force on an atom at 0.67 eV/A. Its LUMO energy is 0.347 eV. For the electronic energy, the calculation gives -8431.29535 Ha. The value obtained for the HOMO energy is -0.3443 Eh.

4.
C20H32N2O7SbW as an isolated structure in a non-equilibrium geometry. Source: the OMol25 dataset; level of theory: wB97M-V/def2-TZVPD.

The geometry in ORCA input format:
```
! wB97M-V def2-TZVPD RIJCOSX def2/J DEFGRID3
* xyz -1 1
H -3.95 2.56 0.35
C 0.01 0.67 -4.45
H 2.37 2.37 1.45
O -0.64 -2.41 -1.83
O -2.53 -3.76 4.62
H 3.76 -1.30 0.91
H 2.27 0.24 4.83
C 2.44 0.32 3.75
H 0.66 0.03 -5.06
H -3.26 -1.87 -4.26
C -1.94 0.71 0.11
C 4.14 1.31 0.77
H -2.09 -1.24 -5.42
H 2.44 2.11 -0.29
H -2.24 2.49 2.17
H 4.38 0.83 1.72
H -0.80 1.04 -5.09
C -0.80 -3.14 3.03
O -4.34 -2.39 2.78
C 2.78 -1.66 0.61
H -3.10 3.93 -0.41
C -2.20 -3.21 3.61
C -1.82 2.23 0.05
H 4.74 2.22 0.69
H 2.44 -2.42 1.31
Sb 1.28 -0.07 0.84
C -0.76 2.74 -0.94
O 0.22 -3.51 3.58
C -1.63 -0.92 -3.33
H 2.62 1.37 3.51
O -2.61 -1.85 0.24
H 0.23 2.36 -0.69
H 1.82 -2.45 -1.18
H -3.46 2.46 -1.35
H 4.43 0.64 -0.04
N -1.87 -1.76 -2.21
C -0.98 -2.54 1.73
C -1.45 2.74 1.45
H -3.20 -0.14 -4.60
H 3.30 -1.51 -1.49
C -2.60 -1.04 -4.48
C 1.23 -0.23 3.01
C -3.15 -2.55 2.61
O 1.39 0.35 -2.05
W -1.02 -1.10 -0.54
H 1.77 -0.27 -2.69
C -3.17 2.83 -0.36
O -0.12 -2.37 0.73
H -2.82 0.53 0.75
C -0.56 -0.09 -3.28
C 2.66 1.65 0.68
H -0.73 3.84 -0.91
H -1.00 2.42 -1.95
C -2.32 -2.23 1.47
H 3.41 -3.15 -0.84
C 2.83 -2.22 -0.81
H -1.31 3.82 1.44
H -0.52 2.28 1.79
H 1.13 -1.29 3.22
N -0.01 0.06 -2.03
H 0.32 0.27 3.36
H 0.59 1.52 -4.10
H 3.34 -0.25 3.51
*
```

The calculation puts the largest force on an atom at 6.37 eV/A. Its LUMO energy is 2.300 eV. The value obtained for the energy relative to the best compared isomer or geometry (same formula, charge and spin) is 2.4758 eV. For the electronic energy, the calculation gives -1724.66953 Ha. The value obtained for the HOMO energy is -0.1470 Eh.

5.
C37H35BeNO3P2SSbSe4 as an isolated structure. Source: the OMol25 dataset; level of theory: wB97M-V/def2-TZVPD.

The geometry in ORCA input format:
```
! wB97M-V def2-TZVPD RIJCOSX def2/J DEFGRID3
* xyz 1 1
Se -4.26 0.40 2.82
O -1.05 0.52 0.73
C -4.07 -0.40 -1.77
H 4.31 -1.90 -3.00
H -6.61 1.82 -2.01
H 2.28 -2.30 4.50
C 3.42 0.35 6.29
C 3.29 1.35 5.33
Se -0.56 0.90 4.02
H 0.04 -1.56 -1.25
Se -2.74 4.11 2.54
S 1.76 -0.70 2.24
C 5.34 -2.30 0.00
C -2.21 -3.12 2.72
H 3.98 0.65 0.98
H -1.24 -1.23 -2.45
H -0.80 3.31 1.13
C -1.98 -1.95 2.02
C 5.20 -0.92 0.16
C 3.06 -0.97 5.99
C -4.87 2.08 -0.78
H -2.20 4.79 -2.85
N 0.13 2.91 1.28
P 0.26 0.65 -2.15
H 0.13 2.78 2.31
C -2.03 3.79 -3.21
P -1.78 -0.42 -0.22
C -0.68 -0.81 -1.61
H 2.47 -1.05 -1.60
C 3.64 -0.89 -4.78
H 0.82 3.62 1.07
C -2.74 3.30 -4.30
H 5.94 -0.25 -0.24
C 3.56 -1.25 -3.44
H -1.41 0.19 -4.52
C -3.67 1.53 -0.36
H 6.20 -2.69 -0.54
H -2.52 -3.13 -1.14
C 3.30 -2.68 1.21
C -2.65 -4.29 0.65
C -2.43 -3.12 -0.06
H -5.18 3.04 -0.38
H 2.68 1.81 3.31
H -0.52 3.35 -1.74
H 2.77 0.24 -6.38
O 0.84 1.36 -0.93
C 2.57 -1.28 4.74
H -5.91 -0.39 -2.87
C 1.64 0.43 -4.56
C -5.67 1.39 -1.69
C -2.51 2.01 -4.77
C 4.40 -3.18 0.51
H -3.77 -1.38 -2.15
C -1.08 2.98 -2.58
O 1.47 0.64 1.59
H 3.78 0.59 7.28
Sb -2.70 2.07 3.85
C 3.18 -1.31 1.37
Be 0.35 1.32 0.65
Se -3.51 2.54 6.16
H -3.06 2.06 0.36
H 3.56 2.37 5.57
C -5.27 0.15 -2.18
C -2.55 -4.29 2.04
C 4.11 -0.42 0.85
C 1.55 0.06 -3.22
H 0.91 1.10 -4.99
C 2.46 -0.27 3.80
H 4.46 -1.26 -5.39
C 2.69 -0.05 -5.34
H -2.91 -5.20 0.13
H -1.71 -1.03 2.54
H -2.13 -3.13 3.80
H 4.51 -4.25 0.38
C -3.27 0.30 -0.86
C -2.10 -1.95 0.63
H -2.72 -5.20 2.59
H 2.55 -3.35 1.61
H 3.16 -1.74 6.74
C -0.87 1.69 -3.05
H -3.06 1.64 -5.63
C -1.58 1.20 -4.15
H -3.48 3.93 -4.78
C 2.52 -0.78 -2.65
C 2.81 1.04 4.07
*
```

The calculation puts the largest force on an atom at 0.87 eV/A. Its LUMO energy (spin up / spin down) is -3.988 / -3.778 eV. For the electronic energy, the calculation gives -12653.11456 Ha. The value obtained for the HOMO energy (spin up / spin down) is -0.3540 / -0.3547 Eh.

Question: Among the records above, which one has the highest electronic energy?
Answer: C6H4F2